No. 1
DFT (the ωB97M-V functional and the def2-TZVPD basis) results for 2 unconnected molecules or ions with the total composition C4H5N3O.

```
! RIJCOSX wB97M-V def2-TZVPD def2/J DEFGRID3
* xyz 0 1
O -2.35817 -0.92362 1.92760
N 1.05531 2.60469 -1.94536
N 0.94774 -1.70527 0.10916
N -1.99449 0.16989 1.69885
C -1.72689 1.13791 1.13026
C 0.56608 0.18051 -1.25973
C 1.12234 -0.41220 -0.20969
C 0.79233 1.55778 -1.57392
H -1.63121 2.16127 0.89058
H 0.03998 -0.32850 -1.99316
H 1.03875 -2.08461 1.07874
H 1.92345 -0.11345 0.44451
H 0.22480 -2.24439 -0.29785
*
```

Summary:
- Highest occupied orbital energy: -8.915 eV
- DFT total energy: -10742.4295 eV
- Kohn-Sham gap: 9.531 eV
- Lowest unoccupied orbital energy: 0.62 eV

natural (NBO) atomic charge list, values in e, 6 entries: -0.41 -0.35 -0.78 0.20 -0.05 -0.47

=====

No. 2
DFT (the ωB97M-V functional and the def2-TZVPD basis) results for 11 unconnected molecules or ions with the total composition C17H55N22O13P2.

```
! RIJCOSX wB97M-V def2-TZVPD def2/J DEFGRID3
* xyz 1 1
P 0.84114 0.75425 -2.46748
P 0.17645 -1.19922 0.01095
O -4.32223 3.84774 -0.42516
O -3.88842 8.06706 0.26610
O 8.78004 0.32783 -0.89585
O 0.81839 -4.08398 4.41551
O 0.41002 -6.60582 -2.30229
O -1.15819 -2.18203 -0.54549
O 1.12645 -2.25071 1.08234
O 0.99819 3.16620 7.80760
O -3.52535 -1.90409 -6.42285
O -0.23933 0.04304 0.89575
O -4.28426 -6.17530 -0.61479
O 1.88871 0.26047 4.10729
O 4.47377 3.33846 1.14673
N 3.07060 4.84386 2.06373
N -4.89281 4.29555 1.70795
N -1.86248 9.02186 0.51143
N 7.37687 1.83324 0.02115
N -5.21575 -5.94420 1.42357
N 6.61724 -0.21445 -0.57265
N 3.62415 -0.03970 -3.62329
N -1.75278 -7.14810 -1.97909
N 0.54171 -5.11047 2.42912
N -2.25643 -2.01315 -8.28140
N -1.04945 3.41715 6.90180
N -2.04879 -0.37318 -3.99323
N 3.27063 -0.68695 5.61358
N 2.31096 2.79617 1.46993
N 0.41666 1.94317 6.00704
N 2.42710 -1.91854 3.91232
N -6.43367 -5.52358 -0.43719
N -2.04688 6.77182 0.35026
N -1.53044 -2.94880 -6.35262
N -5.83742 5.45719 0.01061
N -0.99314 -5.10042 -1.38529
N 0.16601 -6.23964 4.35434
C -2.67657 7.96041 0.36935
C 0.52726 -5.08109 3.77395
C 3.70332 1.38184 -3.11124
C -0.70735 -6.30406 -1.91368
C -2.50266 -2.26560 -6.98322
C 0.48502 0.39296 -4.34745
C 7.66267 0.62959 -0.50724
C -1.14301 0.40864 -4.66903
C -5.24965 -5.89868 0.07954
C -4.97577 4.49236 0.37980
C 2.49043 -0.71916 4.51820
C 0.17435 2.86163 6.95959
C 2.32889 1.95138 -2.42231
C 3.35639 3.64022 1.53534
C -1.78065 2.44571 -1.31847
C -0.68233 1.70672 -1.82319
C 1.31290 -0.80202 -1.46976
H 3.99089 2.05739 -4.04352
H -2.99140 -0.14044 -4.41738
H -1.95241 -1.62968 -0.80778
H 3.77386 -1.48304 5.96728
H 1.29410 -1.73954 -2.20350
H 0.91690 1.35144 -4.91326
H -1.42036 -2.30263 -8.76025
H -4.25557 3.57814 2.02826
H -0.07719 -7.07117 3.84296
H 8.13594 2.49857 0.08864
H 2.48309 1.87935 1.07857
H -2.29622 9.93556 0.53064
H 5.68993 0.01589 -0.25779
H -5.42279 4.81626 2.38624
H -2.96306 -1.50106 -8.79304
H -2.68009 -6.91776 -1.66423
H 6.78937 -1.13127 -0.96401
H 2.91532 -2.73671 4.23558
H 0.14220 -6.26039 5.36546
H -4.34297 -6.22198 1.85311
H -6.00019 -5.72002 2.01233
H 2.08800 3.00128 -2.93653
H -0.23408 -4.43508 -1.31780
H 4.27375 -0.21460 -4.43109
H 4.59986 1.41290 -2.33058
H 0.80814 -4.25875 1.95268
H -0.68135 -3.25508 -6.79702
H 0.30526 -5.92188 1.88326
H 6.46307 2.10025 0.34661
H 1.85048 -1.98615 3.08386
H -1.05009 6.66376 0.43384
H -0.24897 1.67898 5.30036
H -5.93001 5.63738 -0.98053
H 1.04291 -0.55615 -4.74375
H -1.74122 3.17938 6.21115
H -2.62307 5.94700 0.24499
H 3.34580 0.19707 6.09959
H 2.07862 -1.93298 0.88991
H 2.43344 -0.68208 -1.09097
H -1.27256 4.11349 7.60086
H -1.58065 -8.06492 -2.37045
H -1.90694 -4.83341 -1.05983
H -6.50190 -5.47632 -1.44538
H -1.67610 -3.15962 -5.37398
H 2.58326 2.22981 -1.28958
H 2.15680 5.11087 2.38919
H -0.86247 8.95405 0.59794
H -7.23985 -5.29194 0.11825
H 3.73022 -0.75251 -2.86864
H -6.38438 5.99869 0.65859
H -2.87036 2.82409 -1.02139
H 1.32635 1.50066 6.01471
H 1.38365 3.02652 1.78479
H 3.82967 5.50919 2.13122
H -1.54518 1.13566 -5.50922
*
```

Summary:
- Highest occupied orbital energy: -10.928 eV
- DFT total energy: -96497.1497 eV
- Kohn-Sham gap: 7.482 eV
- Lowest unoccupied orbital energy: -3.45 eV

Löwdin atomic charge list, values in e, 6 entries: 0.96 0.70 -0.03 0.02 0.03 0.02

=====

No. 3
DFT (the ωB97M-V functional and the def2-TZVPD basis) results for a molecular structure, C15H15LuN3P.

```
! RIJCOSX wB97M-V def2-TZVPD def2/J DEFGRID3
* xyz 0 1
Lu 0.16582 -0.19360 0.41680
P -0.97200 2.43406 0.24961
N -1.75583 -0.35745 1.68426
N -2.77255 -0.21260 3.65468
N -6.31134 -1.45491 9.30578
C 1.28080 0.73608 -1.33882
C -4.82406 -0.84005 7.25147
C -3.41336 -0.52550 4.88310
C 1.31007 -2.36357 -1.49564
C 2.21238 -0.02433 -2.01979
C -2.69827 -0.80209 6.05062
C -2.87089 0.47673 1.55104
C -4.79202 -0.30378 4.90069
C -5.49546 -0.46183 6.08378
C -3.40788 0.65073 2.75731
C 0.17854 -1.97383 -0.80834
C -3.42046 -0.95512 7.24522
C -1.73164 -0.76609 2.99245
C 2.29701 -1.46361 -2.06489
C -5.61136 -1.15851 8.40433
H -4.22092 1.26632 3.09801
H -0.97816 3.12402 1.55102
H -1.60025 -0.84816 6.01541
H -2.90598 -1.19088 8.18385
H -1.03819 -1.52279 3.39405
H -0.47968 3.41662 -0.70285
H 3.14304 -1.92058 -2.62961
H -3.20281 0.88566 0.60910
H -2.38498 2.49701 -0.10771
H -6.57673 -0.31955 6.07267
H 3.05013 0.43872 -2.61255
H 1.55686 -3.44671 -1.67835
H -5.31298 -0.00846 3.98616
H 1.40638 1.81569 -1.50783
H -0.56131 -2.71281 -0.43751
*
```

Summary:
- Highest occupied orbital energy: -4.803 eV
- DFT total energy: -63170.8222 eV
- Kohn-Sham gap: 3.516 eV
- Lowest unoccupied orbital energy: -1.29 eV

natural (NBO) atomic charge list, values in e, 6 entries: 1.73 -0.02 -0.60 -0.34 -0.27 -0.99

=====

No. 4
DFT (the ωB97M-V functional and the def2-TZVPD basis) results for C6H12O in the gas phase.

```
! RIJCOSX wB97M-V def2-TZVPD def2/J DEFGRID3
* xyz 0 1
O 0.19565 -0.74250 -1.26167
C -0.70081 0.35792 1.17841
C -0.02603 0.02577 2.48196
C 1.00691 0.24762 -0.67326
C 0.51472 -1.05842 -2.58706
C 0.11332 1.14774 0.18028
C -1.92994 -0.05794 0.88004
H 0.14316 0.93193 3.07846
H -2.50988 -0.67582 1.56147
H 0.74553 1.88762 0.68943
H 1.56046 -1.37647 -2.70364
H -0.13858 -1.88515 -2.87900
H -0.55319 1.69062 -0.49882
H -0.62612 -0.66757 3.07854
H 0.95784 -0.43136 2.31384
H 1.79293 -0.22822 -0.06451
H 0.33173 -0.20527 -3.25749
H -2.38855 0.18397 -0.07541
H 1.51086 0.85553 -1.44156
*
```

Summary:
- Highest occupied orbital energy: -9.059 eV
- DFT total energy: -8462.9349 eV
- Kohn-Sham gap: 10.129 eV
- Lowest unoccupied orbital energy: 1.07 eV

natural (NBO) atomic charge list, values in e, 6 entries: -0.55 0.02 -0.64 -0.05 -0.24 -0.45

=====

No. 5
DFT (the ωB97M-V functional and the def2-TZVPD basis) results for a molecular structure, C27H52N3O9P2Ti.

```
! RIJCOSX wB97M-V def2-TZVPD def2/J DEFGRID3
* xyz 0 4
Ti -25.95420 -12.40985 22.61025
P -28.59241 -16.71909 25.44817
P -25.92063 -16.52776 18.59453
O -25.42124 -15.38630 19.41805
O -27.34712 -16.35912 17.85206
O -27.75171 -18.04912 25.78440
O -29.91236 -17.36603 24.70819
O -29.02726 -16.18963 26.93715
O -24.93838 -16.93313 17.35838
O -22.58121 -12.10905 24.58216
O -27.90212 -15.69509 24.60165
O -26.09974 -17.86838 19.49451
N -22.17750 -9.01769 20.72473
N -26.46049 -10.18877 27.74682
N -27.52232 -9.14459 21.60658
C -21.76655 -9.69248 19.59873
C -21.84554 -13.26401 24.94476
C -29.86684 -16.95306 27.74045
C -29.12872 -17.68189 28.79986
C -21.28504 -14.07625 23.85056
C -21.59360 -8.76723 18.59086
C -26.71687 -20.09069 19.98098
C -30.38671 -16.57521 22.51458
C -27.55217 -10.07905 20.56492
C -27.54048 -15.42109 16.74760
C -25.56012 -19.12222 25.59270
C -28.32586 -9.99478 29.02835
C -27.43434 -8.95830 29.33364
C -30.80695 -16.54404 24.01469
C -21.68868 -7.52630 19.19346
C -23.74886 -17.63595 17.63879
C -26.31120 -9.10517 28.53483
C -28.51287 -9.43303 22.50652
C -22.02254 -7.69506 20.51471
C -22.79540 -17.62903 16.39023
C -29.20445 -10.56547 22.06249
C -26.38401 -18.01248 26.26732
C -28.56541 -11.02752 20.92208
C -20.74748 -12.99645 26.01353
C -27.71063 -10.73418 28.03061
C -26.76870 -18.97028 18.94076
C -29.00525 -15.61126 16.17040
H -24.64448 -19.34443 26.14071
H -29.38389 -16.14811 22.50924
H -26.75771 -9.99328 19.83837
H -22.11772 -14.57696 23.35656
H -25.31638 -18.86791 24.56118
H -28.63704 -8.90101 23.43815
H -25.70928 -20.19800 20.38266
H -29.20399 -14.84018 15.42607
H -30.96009 -15.54440 24.42135
H -20.00880 -12.33790 25.55663
H -22.46479 -13.97403 25.49294
H -27.69072 -8.15055 30.00313
H -28.85410 -11.93936 20.42047
H -30.46221 -17.63262 27.13067
H -31.09396 -15.94121 21.97985
H -21.37954 -8.94154 17.54674
H -29.23286 -16.54566 15.65739
H -27.33998 -14.42115 17.13234
H -29.23016 -10.18303 29.58801
H -23.23929 -17.04398 18.39906
H -25.39544 -8.53266 28.53904
H -26.45845 -18.04804 27.35419
H -26.12674 -20.05273 25.62698
H -27.43902 -19.85604 20.76299
H -29.90816 -18.17341 29.38208
H -21.57280 -6.57144 18.70229
H -31.76870 -17.05630 24.04145
H -22.32011 -6.99843 21.28448
H -27.79210 -18.80979 18.60166
H -24.05187 -18.54027 18.16651
H -22.76148 -16.56298 16.16556
H -30.42374 -17.55733 22.04323
H -29.97717 -11.08778 22.60701
H -26.33742 -19.28887 17.99176
H -30.50846 -16.19125 28.18324
H -20.17442 -13.86916 26.32672
H -21.14190 -12.69994 26.98544
H -26.81469 -8.43960 21.75610
H -25.75386 -10.38095 27.05124
H -20.77731 -14.94362 24.27243
H -28.51430 -18.46862 28.36209
H -22.41383 -9.43109 21.61544
H -27.09327 -21.05635 19.64346
H -23.11468 -18.17838 15.50458
H -29.67389 -15.53288 17.02765
H -26.79313 -15.71599 16.01099
H -21.85060 -10.76919 19.59134
H -27.99364 -11.57363 27.41285
H -25.85797 -17.08100 26.05823
H -21.83726 -17.91589 16.82357
H -20.53643 -13.59646 23.22010
H -28.47254 -17.09325 29.44097
*
```

Summary:
- Highest occupied orbital energy (alpha / beta): -6.031 / -5.758 eV
- DFT total energy: -93429.2319 eV
- Kohn-Sham gap (alpha / beta): 5.424 / 4.336 eV
- ⟨S²⟩: 3.757
- Lowest unoccupied orbital energy (alpha / beta): -0.61 / -1.42 eV

Löwdin atomic charge list, values in e, 6 entries: 0.79 0.52 0.48 -0.26 -0.22 -0.20

=====

No. 6
DFT (the ωB97M-V functional and the def2-TZVPD basis) results for C4H7NO in the gas phase.

```
! RIJCOSX wB97M-V def2-TZVPD def2/J DEFGRID3
* xyz 0 1
O -1.59143 -0.82413 0.98448
N 0.89256 0.75339 -0.68424
C -1.04551 -0.01839 -0.03187
C -0.17905 1.25711 0.23076
C 0.14981 -0.54713 -0.78461
C 1.39830 -0.42790 -0.00068
H -1.85873 0.27064 -0.70513
H -1.11575 -1.66498 0.97394
H 0.10775 -1.14628 -1.69073
H 2.29548 -0.83951 -0.45376
H 0.19080 1.45402 1.24316
H -0.62720 2.16950 -0.17031
H 1.38299 -0.43635 1.08898
*
```

Summary:
- Highest occupied orbital energy: -9.494 eV
- DFT total energy: -7796.7168 eV
- Kohn-Sham gap: 10.411 eV
- Lowest unoccupied orbital energy: 0.92 eV

natural (NBO) atomic charge list, values in e, 6 entries: -0.71 -0.36 0.07 -0.26 -0.14 -0.28

=====

No. 7
DFT (the ωB97M-V functional and the def2-TZVPD basis) results for C7H10 in the gas phase.

```
! RIJCOSX wB97M-V def2-TZVPD def2/J DEFGRID3
* xyz 0 1
C 0.90853 -0.03757 -0.35224
C 2.79642 -0.34926 -1.98353
C -1.42052 1.59078 0.64135
C -1.08774 0.33625 1.00486
C -0.26998 -0.49959 0.15268
C -2.17808 -0.34716 1.84693
C 1.57449 -0.63806 -1.46604
H -0.47861 -1.53672 -0.09027
H 1.27500 0.90422 0.04647
H -1.94179 -1.30991 2.27681
H -0.78761 2.21895 0.01587
H -2.37454 2.08277 0.81785
H -3.08559 -0.35541 1.25057
H 3.15977 0.66814 -1.83543
H 3.38430 -1.05883 -2.53568
H -2.41582 0.31774 2.68849
H 1.05711 -1.38196 -2.06554
*
```

Summary:
- Highest occupied orbital energy: -7.868 eV
- DFT total energy: -7418.1551 eV
- Kohn-Sham gap: 8.155 eV
- Lowest unoccupied orbital energy: 0.29 eV

natural (NBO) atomic charge list, values in e, 6 entries: -0.22 -0.38 -0.35 -0.04 -0.20 -0.64